50
Properties=species:S:1:pos:R:3:forces:R:3:nbo_charge:R:1 method="wB97M-V/def2-TZVPD" homo_lumo_gap_ev=8.222 smiles="N[C@@]1(C(=O)O)CN(C[C@@H]2CCCCN2)C[C@@H]1CCCB(O)O" e_tot_ev=-28310.0323 relative_energy_kcal_mol=45.31
H 3.184 -4.574 0.289 -0.0506 -1.7883 0.4068 0.212
H -2.706 2.451 -3.601 0.3695 -0.3419 0.1271 0.357
C -1.701 1.584 -1.979 0.1658 -0.5088 0.5774 -0.023
H 1.378 2.023 -2.167 -0.5542 -0.2979 0.3751 0.188
C 1.990 -3.243 -0.966 -0.2987 0.9118 -0.0706 -0.414
C 0.760 1.398 -1.476 -1.3097 -0.1299 -1.6351 -0.226
H -0.056 0.177 1.247 0.3164 0.2486 0.3447 0.215
H 0.839 -1.434 1.402 0.5840 -0.3199 0.2424 0.182
H 0.062 -1.918 -2.407 -0.4424 -0.2550 -1.1053 0.192
H -3.873 -0.534 -0.642 1.1635 0.1377 -0.8423 0.496
H 0.037 2.580 1.029 -1.0512 -1.2800 -1.0119 0.211
C 1.942 -1.461 1.280 -0.4856 0.1849 -1.0593 -0.218
H -1.533 -0.437 -3.036 0.0766 0.6995 0.0684 0.227
H 2.219 -3.781 -1.926 0.1630 0.5834 0.9614 0.215
O -3.567 1.753 -0.491 0.2139 -1.4561 -0.7567 -0.604
O -1.844 2.588 4.246 0.0338 -0.7808 -0.1602 -0.877
C -2.871 1.015 -1.160 -0.3887 -0.2977 0.6460 0.816
C 2.980 -3.552 0.253 0.3742 2.3331 -3.3194 -0.389
H 2.347 -0.725 2.006 -0.1343 -0.7024 -0.2471 0.209
N 0.316 0.192 -2.249 0.5149 -1.7335 1.2861 -0.456
H -1.421 -0.108 0.422 -0.9972 0.0931 0.3262 0.209
H -1.678 2.682 0.737 0.6117 -0.8615 -0.4951 0.220
H -0.323 -1.393 -0.842 -0.3921 0.2948 0.4955 0.167
C -0.978 0.494 -2.828 0.3668 1.0698 -0.7091 -0.230
H -0.743 1.044 -3.747 -0.3825 -0.2887 -0.4302 0.195
H 3.955 -3.094 0.096 0.2239 0.1171 -0.7665 0.192
H 1.669 -3.581 1.742 -1.3202 -0.2272 0.7295 0.195
H -2.936 3.247 -2.245 0.7102 -0.3509 0.2297 0.380
O -3.077 -0.390 -1.235 -1.0650 2.1600 0.9591 -0.715
H -0.370 3.178 -1.315 -0.5305 0.2076 0.2000 0.233
H 1.345 1.211 -0.613 0.4782 -0.6515 0.5400 0.232
B -1.043 1.733 3.522 -0.0674 1.0710 -0.7627 1.120
H 0.907 2.272 4.164 -1.8970 -1.1749 -1.5261 0.498
H -2.737 0.846 2.574 -0.7447 -0.1313 -0.2979 0.230
H -1.402 -0.148 3.155 -0.3574 -0.7861 -0.3019 0.231
O 0.321 1.731 3.526 2.3221 1.0459 1.8630 -0.917
C -1.676 0.713 2.540 0.4474 -0.0372 -0.2219 -0.765
H 3.031 -0.297 -0.044 -0.1225 -0.6312 -0.6752 0.378
H -1.380 2.917 5.004 0.2476 0.6296 0.6198 0.476
H 2.329 -1.412 -2.172 0.4529 0.1608 0.9525 0.207
H 0.987 -3.587 -0.698 0.0042 -0.3858 0.2907 0.189
H 3.144 -2.977 2.312 0.3562 0.0183 -0.1067 0.205
C 2.462 -2.932 1.465 -0.8096 0.9899 1.7026 -0.428
N -2.209 2.724 -2.752 -0.7572 0.1441 -0.7466 -0.826
C -0.809 2.004 0.464 -0.0599 2.2752 1.5555 -0.422
C -1.044 0.616 1.141 1.4759 0.6119 -0.4956 -0.418
N 2.189 -0.864 -0.058 0.2361 -0.4535 0.6360 -0.681
C 1.774 -1.660 -1.242 0.9152 0.1252 0.0030 -0.046
C -0.546 2.138 -1.057 0.2613 -0.9288 0.6945 -0.211
C 0.352 -1.207 -1.669 1.1334 0.6874 0.9105 -0.213

70
Properties=species:S:1:pos:R:3:forces:R:3:nbo_charge:R:1 method="wB97M-V/def2-TZVPD" homo_lumo_gap_ev=4.721 e_tot_ev=-327539.1034 charge=-2 relative_energy_kcal_mol=42.97
C 1.302 4.787 1.137 0.0002 0.0162 -0.0150 -0.205
C -1.914 1.304 -0.878 0.0282 -0.0211 -0.0209 -0.331
H 1.820 -5.335 3.881 -0.0069 0.0009 0.0047 0.214
C -3.797 0.115 -1.826 -0.0164 0.0035 0.0123 -0.208
Te 2.693 -7.130 -1.942 -0.1652 0.0248 -0.0168 -0.501
Se 2.507 -4.725 -1.239 0.3874 -0.2340 0.0156 -0.344
C -0.269 0.079 -5.614 0.0042 0.0126 0.0568 -0.438
S -0.841 -2.357 -4.269 0.0393 0.0857 0.0250 0.285
C -2.344 2.502 1.933 -0.0070 -0.0142 -0.0295 -0.195
H 5.230 -3.317 5.566 0.0056 -0.0023 -0.0034 0.189
N 0.382 -1.251 -2.282 0.0194 0.0777 0.1953 -0.591
H -3.529 2.174 5.081 0.0054 0.0009 0.0022 0.202
P -0.500 1.158 0.296 -0.1503 0.0562 -0.1322 0.910
O 0.191 -0.965 4.345 -0.0076 -0.0138 0.0012 -0.956
O 1.335 -3.230 2.162 0.0061 0.0367 0.1009 -0.710
H -1.171 -0.216 -6.156 -0.0061 0.0175 -0.0190 0.202
H 0.604 1.861 -4.766 0.0129 0.0083 0.0019 0.221
H 3.737 -5.267 5.492 -0.0058 -0.0019 0.0049 0.191
C -0.267 1.581 -5.356 -0.0005 -0.0014 0.0349 -0.599
C -4.060 1.187 -2.671 0.0139 -0.0009 -0.0044 -0.230
N 0.402 -0.329 -3.281 0.0105 0.0682 0.0627 -0.276
Se 2.159 -3.352 -3.210 0.2345 -0.1815 -0.4397 0.064
H -4.883 1.139 -3.373 -0.0090 0.0010 0.0036 0.202
C 4.402 -3.332 4.866 -0.0006 -0.0011 -0.0053 -0.252
C -2.187 2.371 -1.726 -0.0194 0.0385 0.0372 -0.175
H -1.565 3.258 -1.696 -0.0084 -0.0031 -0.0099 0.208
H -3.455 3.156 -3.267 0.0170 0.0013 -0.0107 0.199
H 2.180 4.475 -2.114 -0.0107 0.0049 0.0050 0.207
H -1.154 1.879 -4.795 -0.0003 -0.0032 0.0317 0.209
C 3.559 -4.430 4.827 -0.0020 0.0042 -0.0173 -0.246
Zn 1.510 -2.032 -0.571 -0.7085 0.5095 0.2762 1.094
C 2.296 -3.406 3.095 -0.0665 0.0164 0.0007 0.325
H 1.457 5.425 1.998 0.0098 0.0006 0.0028 0.201
C 0.931 3.115 -1.036 0.0260 -0.0145 -0.0021 -0.231
C 4.206 -2.241 4.009 0.0150 -0.0135 0.0042 -0.270
C -0.183 -0.730 -4.355 0.1081 0.0344 0.0312 0.024
C -1.485 1.395 1.859 0.0827 0.0742 -0.0755 -0.346
C -2.732 0.173 -0.944 0.0277 -0.0039 -0.0081 -0.199
C -3.075 2.789 3.067 0.0198 -0.0125 0.0235 -0.231
H 2.506 5.988 -0.173 -0.0096 0.0045 -0.0054 0.200
H 0.577 -0.189 -6.253 -0.0253 -0.0532 -0.0163 0.221
H -1.281 -3.072 -1.266 0.0117 -0.0176 0.0268 0.380
H -4.418 -0.771 -1.862 0.0116 -0.0088 -0.0107 0.209
Se 2.167 -4.558 -5.120 -0.0264 -0.0248 -0.0155 -0.558
O -1.587 -1.988 2.990 -0.0144 -0.0146 -0.0143 -0.958
H 0.833 2.435 -1.875 -0.0136 -0.0545 -0.0567 0.235
C -3.255 2.314 -2.614 0.0071 0.0023 -0.0006 -0.226
C 1.702 4.258 -1.166 -0.0049 0.0063 -0.0191 -0.217
S -0.546 -1.003 3.111 0.0719 0.0420 -0.1563 2.424
H -0.245 2.134 -6.296 -0.0102 -0.0032 -0.0115 0.191
O 2.771 -1.379 2.218 -0.0579 0.0515 -0.0206 -0.694
C 1.888 5.103 -0.079 0.0014 -0.0102 0.0141 -0.232
C -2.142 0.858 4.128 0.0250 -0.0005 -0.0489 -0.225
C 0.304 2.804 0.175 0.0796 -0.0456 0.0658 -0.241
C 2.482 -4.481 3.931 0.0309 -0.0155 0.0081 -0.292
C -2.966 1.961 4.181 -0.0070 0.0076 -0.0066 -0.201
B 1.569 -1.913 1.561 0.3169 -0.1094 -0.2021 0.549
H -2.051 0.194 4.978 0.0036 -0.0025 0.0097 0.237
H 0.081 3.411 2.226 0.0201 0.0013 -0.0141 0.221
N -0.373 -3.318 -1.642 -0.1942 -0.0048 -0.1917 -0.895
O 0.350 -0.967 1.886 -0.0509 -0.1361 0.2782 -0.937
C 0.519 3.646 1.264 -0.0322 0.0430 -0.0277 -0.246
H -0.301 -4.309 -1.840 0.1782 0.0273 0.0674 0.414
H -2.525 -0.670 -0.291 0.0120 -0.0014 -0.0201 0.223
H -2.426 3.151 1.070 0.0019 0.0035 -0.0122 0.217
H 4.862 -1.380 4.026 -0.0112 0.0122 0.0083 0.203
C -0.007 -2.470 -2.713 -0.1190 -0.1992 0.1002 0.130
C 3.148 -2.297 3.132 -0.0012 0.0090 0.0378 0.248
C -1.406 0.567 2.974 -0.0637 -0.0688 0.1196 -0.199
H -3.721 3.659 3.089 -0.0133 -0.0109 -0.0101 0.203

8
Properties=species:S:1:pos:R:3:forces:R:3:nbo_charge:R:1 method="wB97M-V/def2-TZVPD" homo_lumo_gap_ev=8.423 e_tot_ev=-94824.9526 relative_energy_kcal_mol=30.32
C 0.582 -1.586 1.043 0.2034 -0.0892 -0.1122 -0.031
Br -1.178 -2.837 2.928 0.0702 0.0280 -0.0622 0.108
C 1.449 -0.966 0.103 -0.7060 0.3905 0.0626 -0.102
C 0.421 -2.608 1.956 0.2401 2.6423 -2.2680 -0.406
Cl 3.038 -1.160 -0.493 0.0698 0.0118 -0.0612 0.059
I 1.969 -3.991 2.328 -0.3403 0.3883 -0.1428 0.202
C 0.416 -0.161 -0.065 0.7635 -3.9993 2.9547 -0.091
H -0.328 0.547 -0.296 -0.3006 0.6275 -0.3708 0.260

67
Properties=species:S:1:pos:R:3:forces:R:3:nbo_charge:R:1 method="wB97M-V/def2-TZVPD" homo_lumo_gap_ev=8.971 e_tot_ev=-82638.9041 relative_energy_kcal_mol=0.00
H 3.511 5.683 1.399 0.0050 0.0149 0.0063 0.216
C 3.631 3.785 0.403 -0.0548 0.0157 0.0227 -0.257
C 1.649 4.611 1.442 -0.0230 -0.0130 -0.0005 -0.272
H -1.904 0.997 -2.139 -0.0295 -0.0173 0.0136 0.214
H -0.460 -6.909 4.043 0.0032 -0.0109 -0.0139 0.217
H 1.712 -0.490 -3.357 0.0089 -0.0218 -0.0007 0.220
N 0.954 -1.583 2.086 0.4242 -0.3654 0.2610 -0.965
C -3.385 0.126 2.187 0.0425 0.0518 0.0077 -0.595
H -4.676 0.229 0.466 -0.0047 -0.0043 0.0017 0.211
C 0.468 -5.370 2.874 0.0702 -0.0442 -0.0628 -0.211
C -1.156 -3.601 4.351 -0.0031 0.0244 -0.0191 -0.172
C -1.206 -4.971 4.575 -0.0025 -0.0373 0.0083 -0.203
H -5.523 -0.172 1.963 0.0065 -0.0163 -0.0120 0.224
N 1.640 2.474 0.371 -0.0632 -0.1286 0.0258 -0.465
O -1.654 1.138 0.424 -0.1567 0.0491 -0.4975 -1.047
O 1.009 -3.200 0.188 0.0304 0.0185 -0.0279 -0.999
C 1.024 3.438 1.047 0.0356 0.0833 0.0242 0.056
C 3.563 1.499 -0.687 -0.0197 -0.0776 0.0723 -0.446
C -0.877 0.458 -5.318 -0.0870 -0.1849 0.1721 -0.118
C 2.982 4.784 1.111 0.0152 -0.0351 -0.0212 -0.158
N -0.577 0.236 -7.728 -0.0318 -0.1650 -0.0139 -0.810
H -3.574 2.723 0.280 0.0500 -0.0048 -0.0262 0.240
K 0.376 -0.205 0.074 0.3379 0.3098 -0.7850 0.903
C -1.722 0.829 -4.281 -0.0077 -0.0133 -0.0418 -0.210
C -3.642 2.606 1.362 0.0301 -0.0552 0.1178 -0.607
H -5.140 2.103 2.836 -0.0119 0.0082 -0.0019 0.205
H -3.441 0.117 3.276 0.0048 -0.0148 0.0274 0.238
N -0.071 0.239 -2.660 0.0003 -0.0194 0.0122 -0.444
H -3.475 3.571 1.837 0.0210 0.0047 0.0052 0.231
H -1.774 -2.911 4.911 0.0014 0.0223 -0.0031 0.230
H 4.476 1.832 -1.185 0.0018 -0.0154 -0.0230 0.207
H 1.109 -0.319 -5.737 0.0116 -0.0127 0.0057 0.196
H -1.875 -5.370 5.326 -0.0020 0.0064 0.0076 0.215
C -4.723 0.436 1.538 0.0001 0.0351 0.0018 -0.416
H 2.862 1.162 -1.453 0.0083 0.0313 -0.0283 0.230
H 4.299 -1.795 0.128 -0.0220 -0.0023 -0.0059 0.205
O -0.757 -0.770 3.364 0.0167 -0.0546 0.0112 -0.668
H 3.066 0.201 0.974 0.0221 -0.0195 0.0407 0.216
H 4.769 -0.876 -1.314 0.0135 -0.0218 0.0128 0.158
C 0.386 -0.018 -4.991 -0.0543 0.0151 -0.0192 -0.188
C -4.942 1.927 1.776 -0.0327 -0.0239 -0.0243 -0.410
S -2.242 1.476 1.753 -0.5649 0.2336 0.5312 1.266
C 0.508 -4.006 2.674 -0.0264 0.2260 -0.0298 -0.234
S 1.467 -3.004 1.559 0.0246 -0.0960 0.1539 2.284
H -0.906 0.357 -8.670 -0.0063 -0.0027 0.0024 0.409
C -0.404 -5.846 3.846 -0.0010 0.0349 -0.0022 -0.200
O 2.883 -3.196 1.744 -0.0022 -0.0321 0.0908 -0.950
H -5.788 2.320 1.212 0.0066 0.0138 0.0157 0.224
O -2.480 1.130 -6.934 -0.1439 -0.2419 0.0400 -0.599
C -0.056 -1.696 2.964 -0.2415 0.0491 0.2678 0.629
C -1.278 0.705 -2.975 -0.0137 0.0848 -0.0479 0.032
C 2.925 2.639 0.050 0.1015 0.0514 -0.0548 0.240
H -2.707 1.207 -4.513 -0.0081 0.0063 0.0079 0.246
H 4.787 0.503 0.807 0.0021 -0.0054 0.0092 0.210
H 4.671 3.883 0.125 0.0121 0.0010 -0.0053 0.216
C -1.406 0.605 -6.720 0.3063 0.6369 -0.1366 0.649
C 0.740 -0.111 -3.653 0.0751 -0.0345 -0.0187 0.018
H 1.101 5.362 1.994 -0.0068 0.0106 0.0027 0.219
H -0.018 3.258 1.280 -0.0307 0.0049 0.0192 0.191
H 2.403 -2.112 -0.801 0.0200 -0.0019 -0.0755 0.507
C -0.282 -3.127 3.391 -0.0385 -0.1476 0.0120 -0.146
C 4.002 -0.985 -0.539 0.1026 0.0766 0.0475 -0.068
H 0.317 -0.189 -7.577 -0.0263 -0.0379 0.0023 0.393
H -2.902 -0.793 1.865 0.0351 0.0059 0.0282 0.259
O 2.770 -1.300 -1.187 -0.0739 -0.0581 0.0402 -0.782
H 1.094 -6.039 2.300 0.0032 -0.0147 0.0072 0.231
C 3.870 0.316 0.242 -0.0596 -0.0741 -0.1373 -0.412

E_HOMO readings, ordered: -0.2936, -0.0346, -0.3134, -0.3237 Eh